No. 1
A molecular structure, C23H30Cl2KOSi. Source: OMol25; level of theory: the ωB97M-V functional and the def2-TZVPD basis.

Values from the calculation:
Charge: -1
2S+1: 1
Lowest unoccupied orbital energy: 2.37 eV
Relative energy (zero: lowest compared OMol25 entry of this formula, charge and spin): 0.00 kcal/mol

Geometry (Å):
K 0.870410 -1.373348 0.703591
Cl 4.561549 -0.962162 0.835314
C 6.311699 -0.923209 0.769958
Cl 6.944910 -0.497497 -0.842536
H 6.702056 -1.904322 1.013612
H 6.681779 -0.171991 1.457705
C -1.746655 -5.367516 -0.289988
C -1.080613 -5.630694 1.068969
C -2.078972 -5.297144 2.188543
C -0.726706 -7.122403 1.160142
C 0.125939 -4.793610 1.206658
C 1.077468 -4.020657 1.296566
H -2.649884 -5.975963 -0.406667
H -1.055168 -5.608430 -1.098299
H -2.020855 -4.315724 -0.384703
H -2.984983 -5.906066 2.098844
H -2.360363 -4.244095 2.147593
H -1.624693 -5.484570 3.162165
H -1.630903 -7.731452 1.056174
H -0.262053 -7.348804 2.120568
H -0.026105 -7.400878 0.371986
C -1.628632 2.925181 2.219887
C -0.717166 3.467201 1.115084
C 0.402097 4.279348 1.771497
C -1.529312 4.376357 0.196192
Si 0.073089 1.999074 0.191146
O 0.852876 0.977538 1.124774
C -1.337699 1.075360 -0.725393
C -2.141281 0.193505 0.011950
C -3.164508 -0.539499 -0.572351
C -3.423492 -0.410008 -1.930131
C -2.645888 0.453030 -2.685364
C -1.621701 1.179799 -2.086516
C 1.246980 2.731112 -1.119800
C 2.577538 2.311352 -1.024807
C 3.552605 2.766936 -1.903804
C 3.222330 3.667906 -2.903713
C 1.910739 4.109380 -3.014942
C 0.944005 3.644513 -2.133078
H -1.996954 3.758515 2.833234
H -1.091523 2.232286 2.870111
H -2.504096 2.407819 1.820074
H -0.034013 5.095918 2.362786
H 1.072812 4.726469 1.033816
H 1.001545 3.659775 2.440870
H -2.039276 5.151363 0.784254
H -2.296253 3.828873 -0.358621
H -0.894959 4.891771 -0.528908
H -1.955523 0.064779 1.074080
H -3.752312 -1.215358 0.037544
H -4.215143 -0.985417 -2.394550
H -2.825058 0.558370 -3.749257
H -1.022906 1.822675 -2.720484
H 2.835146 1.605577 -0.243258
H 4.570586 2.407601 -1.803168
H 3.979594 4.025523 -3.591479
H 1.636233 4.817531 -3.788384
H -0.068330 4.018384 -2.245467

Cartesian forces, eV/Å:
K -0.01 -0.57 -0.05
Cl -0.05 0.05 0.00
C 0.29 0.03 -0.11
Cl -0.09 -0.01 0.06
H -0.08 -0.01 0.02
H -0.09 -0.01 0.03
C 0.00 -0.01 0.00
C 0.00 -0.08 0.04
C 0.01 -0.01 -0.01
C -0.04 0.00 -0.01
C -0.27 0.06 -0.09
C 0.26 -0.01 0.06
H 0.00 -0.01 0.01
H 0.00 0.01 -0.01
H 0.00 0.01 0.01
H 0.00 -0.01 -0.01
H 0.01 0.01 -0.01
H -0.01 0.01 0.01
H 0.01 -0.03 0.00
H 0.01 0.02 0.01
H 0.01 0.02 0.00
C -0.04 0.07 0.04
C -0.01 -0.07 0.00
C -0.04 0.09 0.06
C -0.06 0.14 -0.03
Si 0.27 -0.40 0.22
O -0.28 0.85 -0.17
C -0.03 0.08 0.09
C 0.06 -0.01 0.03
C 0.00 -0.01 0.03
C -0.02 -0.02 0.01
C 0.03 0.02 -0.01
C -0.02 -0.02 -0.17
C 0.05 -0.04 0.02
C 0.00 -0.02 -0.09
C 0.04 -0.08 0.08
C 0.00 0.05 -0.04
C 0.01 0.00 0.00
C -0.09 0.06 -0.03
H -0.01 -0.02 0.03
H 0.02 -0.01 0.00
H 0.02 -0.02 -0.06
H 0.04 0.02 0.01
H 0.00 -0.03 -0.04
H 0.01 -0.04 -0.01
H 0.00 0.00 0.00
H 0.00 -0.04 0.02
H -0.01 -0.01 0.06
H 0.04 0.04 0.01
H -0.02 -0.02 -0.03
H 0.00 0.00 0.00
H -0.01 -0.01 0.00
H 0.07 0.07 0.05
H 0.01 0.01 0.03
H 0.01 0.02 -0.02
H 0.00 0.00 0.00
H 0.02 0.00 -0.01
H 0.01 -0.07 -0.02

Here are the natural (NBO) charges for atoms 1 to 4, given in e: 0.942, 0.013, -0.393, -0.050


No. 2
A single C2H4Br3PS molecule. Source: OMol25; level of theory: the ωB97M-V functional and the def2-TZVPD basis.

Values from the calculation:
2S+1: 1
Lowest unoccupied orbital energy: -0.19 eV
Relative energy (zero: lowest compared OMol25 entry of this formula, charge and spin): 0.00 kcal/mol

Geometry (Å):
S 0.582092 -1.955851 1.651939
P 0.290671 -0.762368 0.135181
Br 1.084451 -1.577151 -1.791792
C 0.982770 0.957348 0.285226
Br 2.913976 0.959159 0.275440
C -1.505981 -0.442709 -0.271936
Br -1.928760 1.368609 0.340321
H 0.576919 1.500050 -0.649724
H 0.815624 1.501621 1.305947
H -2.223181 -1.143196 0.070736
H -1.588578 -0.405511 -1.351343

Cartesian forces, eV/Å:
S -0.15 0.74 -0.84
P -0.29 -0.68 1.57
Br -0.18 0.45 0.31
C -0.20 1.19 -0.05
Br 0.23 -0.23 -0.34
C 1.28 1.26 -0.92
Br -0.79 -0.43 0.07
H 0.91 -0.45 1.75
H -0.51 -1.31 -2.21
H -0.29 -0.65 0.85
H -0.01 0.10 -0.19

Here are the natural (NBO) charges for atoms 1 to 4, given in e: -0.471, 1.121, -0.171, -0.875


No. 3
8 unconnected molecules or ions with the total composition C21H49N6O10. Source: OMol25; level of theory: the ωB97M-V functional and the def2-TZVPD basis.

Values from the calculation:
Charge: -2
⟨S²⟩: 0.7504
2S+1: 2
Lowest unoccupied orbital energy (alpha / beta): 4.06 / 4.06 eV

Geometry (Å):
C 24.796699 -24.663027 11.008602
C 24.834675 -24.571171 12.522674
C 26.262244 -24.120032 12.905816
O 23.826817 -23.952072 13.167481
H 25.741792 -25.007278 10.588605
H 24.711422 -23.677888 10.549990
H 23.912355 -25.201336 10.667613
H 24.797457 -25.639987 12.733267
H 26.368928 -24.484436 13.927537
H 26.383442 -23.043177 12.788323
H 27.089501 -24.558326 12.347554
C 22.638646 -20.102824 15.645512
O 23.709661 -20.122981 14.738678
C 23.571761 -20.318145 13.391920
O 22.502415 -20.613017 12.833941
O 24.754687 -20.045212 12.818953
C 25.013054 -20.448449 11.420239
H 22.068039 -19.188182 15.484464
H 22.922549 -20.200244 16.693366
H 22.033622 -20.963064 15.359118
H 24.635444 -19.760099 10.664130
H 24.692239 -21.485148 11.318194
H 26.097041 -20.547414 11.362970
C 19.637793 -26.143936 9.562517
C 21.147628 -26.364081 9.856117
O 21.743908 -25.579444 10.590067
N 21.783716 -27.327013 9.145775
C 23.269413 -27.695045 9.460619
H 19.005481 -26.330147 10.430630
H 19.195032 -26.858950 8.869115
H 19.491270 -25.355458 8.824320
H 21.313503 -27.973579 8.528565
H 23.897076 -27.072476 8.823009
H 23.499438 -28.680855 9.056441
H 23.678886 -27.574654 10.463595
C 25.493031 -26.066369 16.446811
C 26.403950 -27.168922 16.985713
O 26.896215 -28.007303 16.277074
N 26.547727 -27.255300 18.307441
C 27.301830 -28.194089 19.136444
H 26.056545 -25.140824 16.564838
H 24.599975 -25.889910 17.046324
H 25.304955 -26.035711 15.373598
H 25.932796 -26.648089 18.830183
H 28.353968 -27.909691 19.121587
H 27.240641 -29.219375 18.771544
H 26.918470 -28.219265 20.156489
C 18.865837 -28.419418 13.352505
C 20.179989 -27.783603 13.391007
O 20.278598 -26.546189 13.115351
N 21.200630 -28.486573 13.645933
C 22.619293 -28.249375 13.544480
H 18.851162 -29.450942 13.000603
H 18.121420 -27.955911 12.705113
H 18.459867 -28.424174 14.364071
H 20.901248 -29.430798 13.843173
H 23.081437 -28.998676 12.901760
H 23.177333 -28.399408 14.468708
H 22.882037 -27.254977 13.183594
O 25.100839 -23.631243 18.463996
C 26.157946 -23.020535 18.368654
N 26.973349 -23.053149 19.369483
C 26.429226 -22.167595 17.090682
H 26.805227 -23.746142 20.084728
H 27.959788 -22.898089 19.217828
H 26.116388 -22.641552 16.160297
H 27.438546 -21.762568 17.017683
H 25.842509 -21.250479 17.038094
O 21.265467 -24.017734 15.372883
C 22.020260 -23.566971 16.296503
N 23.328742 -23.522740 16.123703
C 21.590107 -23.081373 17.658476
H 23.639088 -23.585850 15.164647
H 24.019402 -23.501538 16.860345
H 21.571874 -21.991851 17.631633
H 22.168402 -23.469694 18.496858
H 20.538536 -23.367212 17.682709
O 20.539308 -22.500978 9.818522
C 21.694533 -22.400850 9.358139
N 22.526093 -21.594709 9.949650
C 22.219693 -23.127630 8.103340
H 22.271006 -21.023337 10.742461
H 23.308064 -21.266641 9.401014
H 22.401878 -22.376541 7.334722
H 21.508383 -23.848968 7.701079
H 23.134024 -23.616236 8.440050

Cartesian forces, eV/Å:
C -0.58 1.05 -1.17
C 0.02 -0.10 0.01
C -0.10 -0.29 0.58
O 0.84 0.71 -0.23
H 0.04 -0.74 0.04
H -0.24 0.67 0.00
H 0.24 -0.16 -0.02
H 0.36 -1.24 0.69
H 0.38 0.69 0.33
H -0.21 0.27 0.42
H -0.05 -0.41 -0.33
C -1.57 -0.79 -1.27
O 2.29 0.37 -1.20
C -2.83 -0.51 0.02
O 2.81 0.99 1.10
O -0.05 -0.06 -0.62
C 0.23 -1.00 1.62
H -0.15 0.08 0.17
H 0.70 0.04 -0.38
H -0.50 0.06 0.40
H -0.24 0.06 0.35
H -0.60 0.15 -0.18
H 0.02 0.56 0.06
C 0.33 -1.73 -1.28
C -0.48 2.41 0.68
O -0.79 -1.56 -1.03
N 2.83 -1.68 0.74
C -1.04 0.81 -1.81
H 0.27 1.34 0.23
H 0.50 -1.37 -0.12
H 0.03 1.32 1.38
H -0.18 0.27 0.43
H -0.03 0.44 0.15
H -0.54 -0.34 0.36
H -0.97 0.06 0.18
C 0.89 0.90 0.51
C -1.35 -0.38 -0.59
O 1.25 -1.15 -1.67
N -1.00 0.92 2.42
C 0.13 0.01 -1.00
H 0.12 0.20 0.28
H -0.06 -0.28 -0.16
H -0.20 -0.91 0.11
H 0.28 0.23 0.08
H 0.09 -0.08 0.28
H -0.10 0.00 -0.33
H 0.01 0.43 -0.10
C -1.95 -1.33 0.27
C -1.52 8.07 -2.77
O -0.66 -2.87 0.57
N 2.73 -4.46 1.44
C 0.97 0.21 -0.01
H 0.41 -0.35 0.17
H 0.46 0.65 0.15
H -0.18 -0.02 0.09
H 0.79 -0.25 0.09
H -0.24 0.01 -0.49
H -0.49 0.24 0.46
H -0.50 0.09 -0.04
O -1.02 -0.19 -0.45
C -2.34 0.57 -2.72
N 3.07 0.45 1.62
C 0.26 0.34 0.52
H -0.30 -0.27 0.28
H 0.28 0.33 0.02
H 0.31 -0.60 0.18
H 0.28 -0.52 0.00
H -0.48 -0.02 0.71
O 1.03 1.86 3.06
C -1.21 -1.94 -2.12
N 1.18 0.44 -0.60
C -1.65 -0.13 -0.62
H 0.29 -0.67 -1.02
H -0.29 0.28 0.42
H 0.34 0.08 0.23
H 0.06 0.08 -0.19
H -0.07 -0.15 0.64
O 1.25 -0.57 -1.39
C -4.24 -1.27 0.03
N 2.68 1.94 -0.17
C -0.30 0.37 0.94
H -0.25 -0.37 0.32
H 0.12 -0.24 0.37
H 0.30 -0.01 -0.07
H 0.00 0.07 0.35
H 0.13 -0.14 -0.42

Here are the Mulliken charges for atoms 1 to 4, given in e: -0.486, 1.114, -1.167, -0.991


No. 4
A molecular structure, C55H42F4GeIrP3. Source: OMol25; level of theory: the ωB97M-V functional and the def2-TZVPD basis.

Values from the calculation:
Charge: +3
⟨S²⟩: 0.7608
2S+1: 2
Lowest unoccupied orbital energy (alpha / beta): -10.09 / -11.25 eV
Relative energy (zero: lowest compared OMol25 entry of this formula, charge and spin): 0.00 kcal/mol

Geometry (Å):
Ir -0.092354 -0.048247 -0.535969
F -0.484727 0.116082 -5.354514
Ge -0.252002 0.015937 -3.626595
C 1.421234 -1.024590 -3.657070
C 1.688719 -1.557725 -4.923214
C 2.923143 -2.108026 -5.230134
C 3.941982 -2.115634 -4.290725
C 3.695570 -1.616647 -3.023974
C 2.436332 -1.103991 -2.695123
P 2.287265 -0.555246 -0.984566
C 3.198202 0.988594 -0.847031
C 3.119483 1.823999 -1.972288
C 3.820187 3.014319 -2.011823
C 4.620283 3.380315 -0.935163
C 4.719959 2.548147 0.173824
C 4.010463 1.360953 0.228216
C 2.884123 -1.883040 0.069016
C 2.895657 -3.180603 -0.463458
C 3.473304 -4.217045 0.246946
C 4.011028 -3.991080 1.505581
C 3.946529 -2.720768 2.069976
C 3.382880 -1.676064 1.365389
C -2.058344 -0.633262 -3.154109
C -2.952162 -0.248861 -4.161495
C -4.268399 -0.689879 -4.170182
C -4.731423 -1.538399 -3.179333
C -3.884403 -1.887108 -2.138976
C -2.566407 -1.429937 -2.119694
P -1.620780 -1.750914 -0.626460
C -0.627527 -3.222947 -0.848638
C -0.367770 -3.646864 -2.159811
C 0.257386 -4.860860 -2.384308
C 0.609613 -5.663333 -1.307041
C 0.372077 -5.241673 -0.002546
C -0.230642 -4.020873 0.234834
C -2.762077 -1.958399 0.734599
C -3.201267 -3.259841 1.023727
C -4.186637 -3.458514 1.976002
C -4.736154 -2.372925 2.645599
C -4.315665 -1.083118 2.349080
C -3.338304 -0.872627 1.392705
C -0.038637 1.943789 -3.255811
C 0.505774 2.624070 -4.347145
C 0.639735 4.003614 -4.352021
C 0.235703 4.744481 -3.251381
C -0.286685 4.091453 -2.147117
C -0.422987 2.701287 -2.136630
P -1.157874 2.039148 -0.613376
C -2.916725 2.395672 -0.569987
C -3.274822 3.684902 -0.145210
C -4.596447 4.089650 -0.212393
C -5.567873 3.221135 -0.693725
C -5.214451 1.948893 -1.121029
C -3.893409 1.537958 -1.070146
C -0.362074 2.873052 0.761398
C 0.954585 3.334831 0.638325
C 1.581296 3.935641 1.718332
C 0.906275 4.076603 2.921961
C -0.400666 3.616036 3.053883
C -1.032179 3.014056 1.984707
H 0.933355 -1.516333 -5.696948
H 3.094988 -2.507539 -6.220953
H 4.917468 -2.511292 -4.538662
H 4.484332 -1.638688 -2.281753
H 2.536123 1.534302 -2.833310
H 3.763622 3.642558 -2.890568
H 5.185654 4.302313 -0.969434
H 5.368018 2.817632 0.997042
H 4.129863 0.729372 1.093371
H 2.483942 -3.381916 -1.442652
H 3.509413 -5.207537 -0.188105
H 4.469052 -4.803549 2.053961
H 4.344434 -2.545347 3.059962
H 3.321194 -0.712278 1.843396
H -2.620141 0.381337 -4.976013
H -4.926603 -0.375729 -4.969655
H -5.747629 -1.908304 -3.202108
H -4.263497 -2.496439 -1.329141
H -0.698721 -3.056155 -3.004762
H 0.436100 -5.199626 -3.395926
H 1.062143 -6.630427 -1.485120
H 0.647647 -5.875051 0.829836
H -0.428378 -3.710524 1.249916
H -2.792243 -4.114588 0.502633
H -4.524714 -4.462347 2.193908
H -5.499458 -2.532602 3.395312
H -4.752020 -0.237918 2.863746
H -3.039723 0.138989 1.158435
H 0.803271 2.068463 -5.228667
H 1.045677 4.502417 -5.222308
H 0.320592 5.822703 -3.252511
H -0.589407 4.680110 -1.290141
H -2.534147 4.374323 0.237008
H -4.867323 5.083965 0.115473
H -6.600591 3.540145 -0.737682
H -5.970673 1.274180 -1.499247
H -3.638462 0.549486 -1.418340
H 1.481134 3.253336 -0.305807
H 2.590571 4.308418 1.612648
H 1.391388 4.555726 3.762120
H -0.924905 3.737586 3.991766
H -2.048116 2.657926 2.097887
F 1.279420 0.499831 1.812575
C 0.192311 -0.210299 1.442394
F 0.411578 -1.495949 1.785492
F -0.837550 0.221741 2.183538

Cartesian forces, eV/Å:
Ir 0.31 0.23 0.33
F 0.00 0.01 0.00
Ge -0.03 0.23 -0.23
C -0.02 -0.07 0.00
C -0.19 0.06 -0.01
C 0.11 -0.06 -0.04
C -0.04 0.00 -0.01
C -0.05 -0.03 0.02
C 0.03 0.09 0.05
P 0.00 -0.31 0.05
C -0.05 -0.07 -0.14
C 0.00 0.02 0.00
C 0.02 0.02 0.04
C -0.01 0.01 -0.02
C -0.02 -0.01 0.02
C -0.03 0.03 0.12
C 0.08 0.05 -0.08
C 0.07 0.04 -0.05
C 0.02 -0.04 0.00
C -0.01 0.01 0.01
C -0.02 0.00 -0.03
C -0.03 0.05 0.06
C -0.15 0.00 -0.24
C 0.13 0.03 -0.03
C -0.09 -0.01 -0.02
C 0.04 0.02 0.00
C -0.04 0.02 0.01
C 0.09 -0.08 0.17
P -0.03 0.06 -0.11
C -0.04 -0.08 -0.03
C -0.03 0.03 -0.01
C 0.00 0.00 0.00
C 0.01 -0.04 0.03
C -0.03 -0.01 -0.02
C -0.03 0.04 -0.04
C 0.07 -0.28 -0.01
C 0.05 0.03 0.03
C 0.00 0.03 0.01
C 0.00 -0.02 -0.01
C 0.00 0.03 0.00
C -0.04 0.09 -0.10
C 0.01 -0.13 0.23
C 0.05 -0.13 -0.12
C 0.01 0.07 0.02
C -0.02 -0.08 0.02
C 0.05 0.15 -0.05
C -0.11 -0.08 0.07
P 0.06 -0.01 0.10
C -0.02 0.16 0.03
C 0.00 -0.03 0.01
C -0.01 -0.03 -0.01
C 0.01 0.02 0.00
C -0.03 0.01 0.01
C 0.03 -0.07 -0.03
C -0.01 0.13 -0.07
C 0.04 0.01 -0.08
C -0.04 -0.03 -0.05
C -0.02 0.00 0.03
C 0.04 0.02 0.01
C -0.08 -0.07 -0.04
H 0.05 -0.01 0.04
H -0.01 -0.01 0.00
H 0.01 0.01 0.01
H 0.01 0.00 0.01
H -0.02 -0.03 -0.03
H 0.00 0.00 0.00
H 0.00 0.00 0.00
H 0.00 0.00 0.00
H 0.00 0.09 -0.06
H -0.01 0.03 -0.01
H 0.00 0.03 0.01
H 0.01 0.00 0.00
H -0.01 0.01 0.00
H -0.05 -0.07 0.01
H -0.02 -0.03 0.04
H 0.01 0.00 0.00
H 0.00 -0.01 0.02
H 0.02 0.00 0.01
H 0.00 -0.03 0.01
H -0.01 0.01 -0.01
H 0.01 0.00 0.00
H 0.00 0.01 0.01
H 0.00 0.03 0.05
H 0.00 0.00 -0.01
H 0.00 0.00 0.00
H 0.00 0.00 0.00
H -0.01 0.00 0.00
H 0.02 0.01 -0.01
H 0.00 0.03 0.01
H 0.00 -0.02 -0.01
H -0.01 0.00 0.01
H -0.01 -0.03 0.00
H 0.01 -0.01 0.00
H 0.00 0.00 0.00
H 0.00 0.00 0.00
H 0.00 0.00 0.00
H 0.02 0.02 0.01
H 0.00 -0.01 0.05
H 0.01 0.00 0.00
H 0.01 0.00 -0.01
H -0.01 -0.01 0.00
H 0.00 0.01 0.00
F -0.25 -0.13 -0.10
C -0.11 -0.06 0.52
F -0.07 0.31 -0.09
F 0.37 -0.18 -0.25

Here are the Mulliken charges for atoms 1 to 4, given in e: -0.305, -0.549, 2.127, -0.139


Total energy (eV)
-75635.07682; -232391.07606; -51984.08610; -155785.25950